# C5H13NO3P

2 unconnected molecules or ions with the total composition C5H13NO3P at a distorted geometry (ωB97M-V/def2-TZVPD, the Open Molecules 2025 dataset).

Atoms and positions in Å:
C 1.063 -1.901 0.772
C 2.308 -2.265 0.531
C 0.584 -1.213 -1.577
C -3.299 0.387 -0.500
C 0.973 2.939 1.035
N 0.187 -1.371 -0.198
O -1.700 -0.878 1.677
O -2.052 -0.242 -0.826
O 1.067 2.149 -0.137
P -1.212 -0.826 0.328
H 0.609 -1.985 1.749
H 2.777 -2.182 -0.433
H 2.916 -2.669 1.320
H 1.754 2.535 -0.694
H -0.264 -0.876 -2.165
H 0.935 -2.169 -1.969
H 1.385 -0.476 -1.652
H -3.210 1.450 -0.726
H -3.552 0.251 0.552
H -4.070 -0.057 -1.130
H 1.891 2.870 1.627
H 0.142 2.544 1.619
H 0.770 3.987 0.797

- Kohn-Sham gap (alpha / beta): 5.06 / 5.36 eV
- Energy above the lowest of the compared OMol25 structures with the same formula, charge and spin: 23.36 kcal/mol
- E_HOMO (alpha / beta): -9.236 / -13.404 eV
- <S²>: 2.01
- Total charge: +1
- Spin multiplicity: 3

Results of the Löwdin charge analysis, in e, for atoms 1 through 8:
1 C -0.0780
2 C 0.1720
3 C -0.0282
4 C -0.0555
5 C -0.1581
6 N -0.1818
7 O -0.1970
8 O -0.2391

# FH3N2O

A molecular structure, FH3N2O at a distorted geometry (ωB97M-V/def2-TZVPD, the Open Molecules 2025 dataset).

Atoms and positions in Å:
N 0.296 -0.316 -0.141
N -0.685 0.523 -0.586
O -2.134 0.564 0.365
F -2.765 -0.479 -0.169
H 0.282 -1.222 -0.655
H 0.379 -0.450 0.928
H -0.493 1.589 -0.405

- Kohn-Sham gap: 11.20 eV
- Energy above the lowest of the compared OMol25 structures with the same formula, charge and spin: 90.35 kcal/mol
- E_HOMO: -10.253 eV
- Total charge: 0

Atom-resolved charges from Löwdin, all expressed in e:
1 N -0.0422
2 N -0.0612
3 O -0.1369
4 F -0.1324
5 H 0.0993
6 H 0.1328
7 H 0.1407

# C49H70N6O15

11 unconnected molecules or ions with the total composition C49H70N6O15 at a distorted geometry (ωB97M-V/def2-TZVPD, the Open Molecules 2025 dataset).

Atoms and positions in Å:
N -1.410 -27.024 -1.403
C -1.093 -28.144 -0.726
C 0.257 -28.037 -0.397
C 0.773 -26.805 -0.876
C -0.319 -26.182 -1.521
H -2.308 -26.786 -1.760
H -1.792 -28.951 -0.626
H 0.842 -28.800 0.071
H 1.771 -26.400 -0.636
H -0.409 -25.196 -1.839
C 4.076 -24.423 0.007
C 4.537 -23.959 1.336
O 4.789 -25.045 2.182
C 6.045 -25.492 2.121
O 6.967 -25.029 1.464
O 6.073 -26.536 2.924
C 7.347 -27.296 3.008
H 3.777 -23.538 -0.553
H 3.158 -25.063 0.100
H 4.889 -24.912 -0.606
H 3.756 -23.367 1.852
H 5.395 -23.315 1.172
H 7.785 -27.329 1.962
H 7.113 -28.296 3.302
H 7.976 -26.853 3.749
C 5.883 -18.302 -5.763
C 5.539 -19.102 -4.484
O 5.221 -20.419 -4.872
C 5.451 -21.426 -4.047
O 5.004 -22.541 -4.255
O 6.129 -21.072 -2.930
C 6.534 -22.072 -1.999
H 6.820 -18.644 -6.232
H 6.088 -17.307 -5.401
H 5.110 -18.287 -6.470
H 4.668 -18.750 -3.920
H 6.421 -19.041 -3.797
H 6.937 -22.904 -2.579
H 5.698 -22.323 -1.292
H 7.390 -21.577 -1.479
C 0.747 -28.983 -3.657
C 1.435 -30.215 -3.089
O 0.346 -31.229 -3.048
C 0.573 -32.389 -2.601
O 1.705 -32.770 -2.473
O -0.498 -33.012 -2.162
C -0.225 -34.216 -1.338
H -0.102 -28.585 -3.053
H 0.337 -29.141 -4.635
H 1.513 -28.209 -3.640
H 1.845 -30.065 -2.053
H 2.198 -30.684 -3.760
H 0.263 -35.055 -1.834
H -1.308 -34.405 -1.078
H 0.330 -33.897 -0.458
C 2.038 -26.891 2.777
C 2.723 -28.138 2.637
O 2.930 -28.575 1.282
C 3.557 -29.720 1.110
O 4.046 -30.370 2.015
O 3.528 -30.036 -0.161
C 4.100 -31.302 -0.566
H 2.242 -26.749 3.852
H 0.992 -26.816 2.546
H 2.579 -26.162 2.239
H 2.345 -28.934 3.214
H 3.734 -27.979 2.983
H 4.359 -31.931 0.269
H 5.061 -31.121 -1.058
H 3.396 -31.829 -1.175
C 3.485 -24.082 -8.389
C 4.784 -24.519 -7.640
O 5.552 -23.285 -7.538
C 6.703 -23.523 -6.872
O 7.398 -22.582 -6.543
O 6.923 -24.794 -6.672
C 8.070 -25.208 -5.871
H 3.658 -23.515 -9.260
H 2.838 -23.460 -7.761
H 2.887 -24.986 -8.630
H 5.235 -25.326 -8.260
H 4.522 -24.884 -6.619
H 7.723 -25.371 -4.887
H 8.806 -24.398 -5.972
H 8.497 -26.170 -6.326
N 1.894 -25.184 -5.369
C 1.993 -23.842 -5.408
C 0.997 -22.969 -5.723
C -0.189 -23.495 -6.199
C -0.285 -24.861 -6.350
C 0.781 -25.632 -5.862
H 2.840 -23.440 -4.920
H 1.047 -21.884 -5.579
H -1.086 -22.937 -6.500
H -1.341 -25.269 -6.625
H 0.656 -26.717 -5.920
N 1.353 -21.571 0.858
C 1.653 -20.307 0.572
C 1.965 -19.761 -0.677
C 2.056 -20.686 -1.728
C 1.742 -22.005 -1.470
C 1.464 -22.393 -0.170
H 1.527 -19.679 1.416
H 2.151 -18.717 -0.803
H 2.296 -20.302 -2.752
H 1.837 -22.744 -2.218
H 1.154 -23.465 -0.018
N 6.585 -28.341 -5.864
C 6.318 -29.084 -4.755
C 5.006 -29.605 -4.572
C 4.059 -29.465 -5.595
C 4.345 -28.654 -6.649
C 5.604 -28.137 -6.711
H 7.078 -29.203 -3.988
H 4.706 -30.278 -3.793
H 3.067 -29.898 -5.564
H 3.647 -28.504 -7.486
H 5.935 -27.664 -7.629
N 9.187 -28.759 -2.410
C 9.811 -27.850 -3.176
C 10.874 -28.193 -3.995
C 11.371 -29.490 -4.066
C 10.662 -30.432 -3.342
C 9.601 -30.011 -2.497
H 9.402 -26.869 -3.037
H 11.461 -27.353 -4.416
H 12.337 -29.648 -4.614
H 10.778 -31.492 -3.395
H 9.075 -30.774 -1.943
N 6.256 -25.946 -2.784
C 5.103 -25.823 -3.478
C 3.903 -26.553 -3.203
C 3.953 -27.375 -2.090
C 5.145 -27.496 -1.350
C 6.246 -26.792 -1.692
H 5.167 -25.192 -4.299
H 2.955 -26.488 -3.742
H 3.057 -27.999 -1.818
H 5.115 -28.218 -0.538
H 7.187 -26.935 -1.177

- Kohn-Sham gap: 8.89 eV
- Energy above the lowest of the compared OMol25 structures with the same formula, charge and spin: 34.72 kcal/mol
- E_HOMO: -8.366 eV
- SMILES string: CCOC(=O)OC.CCOC(=O)OC.CCOC(=O)OC.CCOC(=O)OC.CCOC(=O)OC.c1cc[nH]c1.c1ccncc1.c1ccncc1.c1ccncc1.c1ccncc1.c1ccncc1
- Total charge: 0

Results of the Löwdin charge analysis, in e, for atoms 1 through 8:
1 N -0.0006
2 C -0.1329
3 C -0.1162
4 C -0.0868
5 C -0.1042
6 H 0.1411
7 H 0.1118
8 H 0.0798

# C6H10O

A molecular structure, C6H10O (ωB97M-V/def2-TZVPD, the Open Molecules 2025 dataset).

Atoms and positions in Å:
C -0.361 -2.649 0.322
C -0.203 -0.282 -1.167
C -0.941 0.824 -1.094
C -0.423 1.808 -0.074
C 0.941 1.196 0.319
C 0.874 -0.280 -0.119
O 0.490 -1.181 0.977
H -1.365 -2.329 0.685
H -0.006 -3.306 1.139
H -0.376 -1.161 -1.771
H -1.832 1.011 -1.686
H -1.111 1.911 0.776
H -0.313 2.814 -0.498
H 1.728 1.682 -0.266
H 1.210 1.327 1.373
H 1.838 -0.675 -0.446
H -0.150 -0.711 1.531

- Kohn-Sham gap: 8.41 eV
- Energy above the lowest of the compared OMol25 structures with the same formula, charge and spin: 99.71 kcal/mol
- E_HOMO: -7.729 eV
- Total charge: 0

Results of the Löwdin charge analysis, in e, for atoms 1 through 8:
1 C 0.0312
2 C -0.0750
3 C -0.0736
4 C -0.1802
5 C -0.1271
6 C -0.3009
7 O -0.1359
8 H -0.0289

# C36H92N4O12

8 unconnected molecules or ions with the total composition C36H92N4O12 at a distorted geometry (ωB97M-V/def2-TZVPD, the Open Molecules 2025 dataset).

Atoms and positions in Å:
C 22.720 15.714 8.181
C 22.851 15.012 6.846
C 22.575 13.445 6.863
O 21.832 15.610 6.073
H 21.783 15.499 8.694
H 22.741 16.802 8.235
H 23.678 15.517 8.662
H 23.802 15.160 6.335
H 21.619 13.122 7.275
H 23.267 12.854 7.463
H 22.480 12.960 5.892
H 21.198 14.917 5.872
C 26.321 10.981 8.720
C 26.700 10.450 7.310
C 27.947 9.686 7.232
O 25.655 9.591 6.916
H 26.264 10.100 9.359
H 25.442 11.625 8.682
H 27.074 11.665 9.110
H 26.671 11.275 6.599
H 28.676 10.303 7.757
H 28.292 9.373 6.246
H 27.967 8.750 7.791
H 25.900 9.167 6.091
C 29.172 10.651 11.516
C 30.662 10.765 11.726
C 31.428 11.474 10.659
O 30.840 11.422 13.017
H 29.061 10.001 10.648
H 28.531 11.518 11.359
H 28.890 10.078 12.399
H 31.168 9.808 11.850
H 32.500 11.497 10.857
H 30.944 12.436 10.494
H 31.332 10.952 9.707
H 30.396 12.271 13.075
C 26.041 7.042 2.415
C 25.868 6.616 3.904
C 27.177 6.369 4.628
O 25.164 7.702 4.594
H 25.088 7.395 2.021
H 26.410 6.139 1.927
H 26.824 7.799 2.366
H 25.135 5.809 3.911
H 27.055 5.797 5.548
H 27.772 7.263 4.815
H 27.797 5.666 4.072
H 24.770 7.295 5.370
C 30.248 18.377 10.692
O 30.919 17.668 11.720
C 31.923 16.786 11.410
C 32.402 15.816 12.488
N 31.523 14.628 12.849
C 30.607 14.942 13.925
C 29.174 15.202 13.412
O 28.753 14.209 12.430
C 27.393 14.369 12.032
H 30.958 18.904 10.056
H 29.804 19.064 11.413
H 29.538 17.718 10.192
H 32.798 17.352 11.090
H 31.576 16.205 10.557
H 32.671 16.463 13.323
H 33.308 15.386 12.061
H 30.880 14.553 12.074
H 31.012 15.848 14.376
H 30.666 14.240 14.757
H 29.043 16.188 12.966
H 28.561 15.090 14.306
H 26.948 15.344 11.835
H 26.655 14.044 12.766
H 27.233 13.767 11.137
C 20.482 9.216 7.153
O 21.391 8.324 6.551
C 21.472 7.059 7.085
C 22.585 6.308 6.356
N 23.911 6.761 6.942
C 24.127 6.160 8.279
C 25.537 6.451 8.789
O 26.024 5.457 9.763
C 26.234 4.131 9.306
H 20.570 10.140 6.581
H 21.014 9.387 8.089
H 19.481 8.802 7.270
H 20.514 6.553 6.968
H 21.681 7.160 8.150
H 22.414 6.533 5.303
H 22.392 5.253 6.548
H 23.825 7.760 7.058
H 23.870 5.105 8.372
H 23.501 6.621 9.042
H 25.566 7.484 9.138
H 26.253 6.403 7.968
H 26.709 3.558 10.102
H 26.902 3.956 8.463
H 25.268 3.688 9.064
C 30.182 6.854 -4.261
O 30.502 7.727 -3.309
C 29.612 8.024 -2.371
C 30.354 8.715 -1.279
N 29.313 9.296 -0.440
C 29.660 10.587 0.080
C 28.982 10.866 1.434
O 29.414 10.095 2.533
C 29.181 10.627 3.779
H 30.999 6.910 -4.980
H 29.199 7.185 -4.597
H 30.118 5.805 -3.972
H 28.952 7.259 -1.963
H 28.923 8.627 -2.963
H 30.954 9.473 -1.781
H 30.799 7.993 -0.594
H 29.377 8.618 0.306
H 29.341 11.289 -0.690
H 30.724 10.671 0.301
H 27.902 10.748 1.350
H 29.373 11.871 1.592
H 29.321 9.707 4.345
H 28.133 10.838 3.992
H 29.856 11.435 4.062
C 31.451 4.197 7.667
O 30.599 5.295 8.201
C 29.630 6.002 7.353
C 30.425 6.955 6.445
N 30.755 6.360 5.155
C 31.521 7.308 4.301
C 33.064 7.395 4.642
O 33.589 8.402 3.779
C 34.990 8.641 4.099
H 31.565 3.557 8.542
H 32.483 4.462 7.439
H 30.966 3.657 6.854
H 29.095 6.713 7.982
H 28.930 5.466 6.713
H 31.365 7.253 6.911
H 29.843 7.873 6.374
H 31.325 5.537 5.288
H 31.167 8.333 4.187
H 31.387 6.807 3.342
H 33.646 6.477 4.714
H 33.048 7.801 5.653
H 35.757 8.351 3.381
H 35.427 8.016 4.877
H 35.168 9.639 4.501

- Kohn-Sham gap: 9.23 eV
- Energy above the lowest of the compared OMol25 structures with the same formula, charge and spin: 189.79 kcal/mol
- E_HOMO: -8.779 eV
- SMILES string: COCCNCCOC.COCCNCCOC.COCCNCCOC.COCCNCCOC.CC(C)O.CC(C)O.CC(C)O.CC(C)O
- Total charge: 0

Results of the Löwdin charge analysis, in e, for atoms 1 through 8:
1 C -0.0694
2 C -0.4532
3 C -0.0479
4 O -0.0660
5 H 0.0853
6 H 0.0749
7 H 0.0715
8 H 0.1291

# C32H48BMnN5P2S2

A molecular structure, C32H48BMnN5P2S2 at a distorted geometry (ωB97M-V/def2-TZVPD, the Open Molecules 2025 dataset).

Atoms and positions in Å:
Mn 0.316 -0.091 -0.015
C 0.727 4.044 1.317
C 0.780 3.976 -0.211
C -0.350 4.799 -0.833
P 1.095 2.225 -0.712
C 1.475 2.203 -2.514
C 2.239 0.921 -2.836
C 0.231 2.368 -3.377
C 2.748 1.975 -0.022
C 3.834 2.782 -0.365
C 5.112 2.467 0.052
C 5.308 1.312 0.803
C 4.243 0.509 1.164
C 2.936 0.854 0.787
N 1.812 0.090 1.169
C 1.954 -0.741 2.303
C 2.553 -0.286 3.482
C 2.754 -1.158 4.534
C 2.367 -2.494 4.444
C 1.723 -2.934 3.305
C 1.490 -2.052 2.248
P 0.465 -2.427 0.819
C 1.392 -3.674 -0.183
C 0.755 -5.056 -0.301
C 1.718 -3.103 -1.561
C -1.036 -3.124 1.642
C -2.148 -3.697 0.765
C -1.598 -2.051 2.570
H 0.761 5.088 1.633
H 1.559 3.523 1.792
H -0.212 3.617 1.667
H 1.725 4.414 -0.558
H -1.313 4.569 -0.387
H -0.435 4.692 -1.910
H -0.132 5.849 -0.629
H 2.147 3.053 -2.681
H 1.742 0.035 -2.418
H 3.256 0.936 -2.447
H 2.283 0.771 -3.916
H -0.527 1.635 -3.116
H 0.494 2.245 -4.430
H -0.230 3.346 -3.266
H 3.686 3.655 -0.990
H 5.949 3.095 -0.220
H 6.307 1.032 1.110
H 4.423 -0.384 1.744
H 2.875 0.745 3.555
H 3.225 -0.796 5.439
H 2.550 -3.172 5.266
H 1.385 -3.962 3.244
H 2.321 -3.761 0.388
H -0.088 -5.044 -0.992
H 0.417 -5.457 0.655
H 1.498 -5.746 -0.703
H 0.799 -2.946 -2.128
H 2.345 -3.803 -2.117
H 2.259 -2.155 -1.497
H -0.616 -3.937 2.247
H -2.649 -2.919 0.195
H -2.887 -4.155 1.426
H -1.804 -4.464 0.076
H -1.858 -1.157 2.001
H -0.915 -1.780 3.373
H -2.528 -2.415 3.014
C -2.653 0.885 3.416
N -3.477 0.598 2.260
C -4.542 -0.281 2.218
C -4.991 -0.273 0.946
N -4.212 0.595 0.204
B -4.549 0.912 -1.274
N -3.411 0.608 -2.376
C -3.670 1.023 -3.662
C -2.707 0.534 -4.476
N -1.841 -0.178 -3.677
C -0.728 -0.962 -4.169
C -2.292 -0.108 -2.406
S -1.615 -0.865 -1.006
C -3.257 1.096 1.019
S -1.979 2.142 0.644
H -3.165 0.519 4.303
H -2.500 1.958 3.495
H -1.677 0.410 3.336
H -4.916 -0.768 3.102
H -5.835 -0.770 0.503
H -4.810 2.074 -1.433
H -5.458 0.183 -1.578
H -4.531 1.630 -3.879
H -2.554 0.626 -5.536
H -0.169 -0.381 -4.900
H -1.089 -1.881 -4.631
H -0.080 -1.212 -3.337

- Kohn-Sham gap (alpha / beta): 5.24 / 6.63 eV
- Energy above the lowest of the compared OMol25 structures with the same formula, charge and spin: 26.04 kcal/mol
- E_HOMO (alpha / beta): -9.587 / -9.650 eV
- <S²>: 6.15
- Total charge: +1
- Spin multiplicity: 5

Results of the Löwdin charge analysis, in e, for atoms 1 through 8:
1 Mn 0.5140
2 C -0.1222
3 C -0.5239
4 C -0.0991
5 P 1.0364
6 C -0.5194
7 C -0.1024
8 C -0.0872

# C6H8N2O2

2 unconnected molecules or ions with the total composition C6H8N2O2 at a distorted geometry (ωB97M-V/def2-TZVPD, the Open Molecules 2025 dataset).

Atoms and positions in Å:
C -0.748 1.308 -0.069
C -2.170 1.034 0.075
C -2.541 -0.239 0.212
C -0.531 -1.277 -0.094
C 3.719 -0.505 0.020
C 3.304 0.743 0.259
H 1.004 0.157 -0.554
H -3.037 1.739 0.191
H -3.568 -0.487 0.607
H -2.282 -2.080 0.045
H 4.366 -0.982 0.722
H 3.522 -0.962 -0.975
H 3.357 1.329 1.196
H 2.816 1.329 -0.572
N -0.053 0.096 -0.384
N -1.773 -1.305 0.078
O -0.241 2.461 -0.092
O 0.292 -2.206 -0.025

- Kohn-Sham gap: 10.17 eV
- Energy above the lowest of the compared OMol25 structures with the same formula, charge and spin: 44.74 kcal/mol
- E_HOMO: -9.767 eV
- SMILES string: O=c1cc[nH]c(=O)[nH]1.C=C
- Total charge: 0

Results of the Löwdin charge analysis, in e, for atoms 1 through 8:
1 C -0.4177
2 C 0.0052
3 C -0.1000
4 C -0.4882
5 C -0.0763
6 C -0.1033
7 H 0.1374
8 H 0.1357